Record 1
{"formula": "C65H177N11O18", "method": "wB97M-V/def2-TZVPD", "elements": ["O", "O", "O", "O", "O", "O", "O", "O", "O", "O", "O", "O", "O", "O", "O", "O", "O", "O", "N", "N", "N", "N", "N", "N", "N", "N", "N", "N", "N", "C", "C", "C", "C", "C", "C", "C", "C", "C", "C", "C", "C", "C", "C", "C", "C", "C", "C", "C", "C", "C", "C", "C", "C", "C", "C", "C", "C", "C", "C", "C", "C", "C", "C", "C", "C", "C", "C", "C", "C", "C", "C", "C", "C", "C", "C", "C", "C", "C", "C", "C", "C", "C", "C", "C", "C", "C", "C", "C", "C", "C", "C", "C", "C", "C", "H", "H", "H", "H", "H", "H", "H", "H", "H", "H", "H", "H", "H", "H", "H", "H", "H", "H", "H", "H", "H", "H", "H", "H", "H", "H", "H", "H", "H", "H", "H", "H", "H", "H", "H", "H", "H", "H", "H", "H", "H", "H", "H", "H", "H", "H", "H", "H", "H", "H", "H", "H", "H", "H", "H", "H", "H", "H", "H", "H", "H", "H", "H", "H", "H", "H", "H", "H", "H", "H", "H", "H", "H", "H", "H", "H", "H", "H", "H", "H", "H", "H", "H", "H", "H", "H", "H", "H", "H", "H", "H", "H", "H", "H", "H", "H", "H", "H", "H", "H", "H", "H", "H", "H", "H", "H", "H", "H", "H", "H", "H", "H", "H", "H", "H", "H", "H", "H", "H", "H", "H", "H", "H", "H", "H", "H", "H", "H", "H", "H", "H", "H", "H", "H", "H", "H", "H", "H", "H", "H", "H", "H", "H", "H", "H", "H", "H", "H", "H", "H", "H", "H", "H", "H", "H", "H", "H", "H", "H", "H", "H", "H", "H", "H", "H", "H", "H", "H", "H", "H", "H", "H", "H", "H", "H", "H", "H"], "xyz": [[3.33, 6.25, -3.13], [4.37, 4.51, 4.31], [0.92, -1.04, -4.58], [-4.59, -1.00, -2.95], [2.50, 2.71, 5.87], [-3.45, 2.51, -7.18], [-3.71, -4.05, 0.89], [3.11, -1.37, 3.36], [-6.46, 0.48, 1.03], [-3.05, 3.34, 0.55], [5.51, 0.11, -1.83], [0.99, -4.33, -0.36], [1.71, 5.15, 2.88], [-4.28, 2.13, 6.45], [-4.65, -3.19, 4.28], [2.60, 3.23, -6.84], [0.93, -6.73, -3.57], [0.66, 0.16, -0.10], [0.08, 2.75, -1.40], [-1.81, 0.62, 4.28], [1.32, -10.27, -2.62], [-2.18, -3.41, -1.64], [-1.36, -5.88, 2.05], [-1.78, -2.60, 3.96], [0.42, 2.53, -4.54], [-4.82, -1.52, 2.12], [1.45, 1.43, 3.24], [1.26, 5.37, -0.25], [4.20, -1.92, 0.47], [-7.63, 0.29, 0.16], [-3.78, 1.46, 5.39], [-4.64, -4.81, 0.17], [-3.38, 3.46, 1.93], [2.43, 5.94, -0.92], [-0.17, -6.01, -4.16], [6.06, 6.24, 3.67], [-0.25, -5.84, 1.09], [6.04, 2.31, -1.12], [-0.07, 0.83, -6.42], [-4.39, 1.36, -7.35], [3.18, 2.76, -8.10], [-1.35, 2.99, -1.21], [-5.98, -1.09, -2.94], [-5.16, 0.28, 0.38], [-2.28, 1.98, -1.84], [-1.93, -2.17, -3.78], [4.85, -2.27, 1.79], [2.41, 5.53, -2.43], [-5.95, -4.00, 0.04], [1.70, -8.88, -2.68], [0.32, -1.07, -0.73], [0.08, 1.17, -4.88], [3.03, -8.74, -3.40], [2.01, -1.80, -4.14], [2.85, 1.70, 1.23], [6.25, 3.88, 2.91], [5.84, -1.21, 2.38], [5.81, 4.75, 4.04], [-2.82, -0.40, 1.01], [-2.33, -3.51, 4.96], [5.61, 1.46, -2.31], [0.82, 6.01, 4.98], [-4.01, -2.12, -2.34], [-1.61, 3.24, 0.30], [-2.26, 1.46, 5.42], [0.57, -8.14, -3.35], [-0.78, -6.31, -0.27], [0.49, 5.51, 3.52], [-5.94, -3.58, 4.65], [1.94, -1.71, 4.08], [0.82, 0.19, 1.22], [-4.91, -6.17, 0.78], [-2.50, -2.12, -2.40], [-0.34, 6.57, 2.86], [1.18, 0.32, -4.28], [2.75, 3.65, -9.23], [3.80, 2.37, 6.44], [-4.31, 0.42, -6.08], [3.50, 1.75, 7.79], [4.67, 2.74, -7.92], [0.43, -4.47, 0.95], [4.23, 1.89, -2.86], [-1.77, 2.92, 5.37], [3.72, -2.55, 2.78], [3.70, 5.51, -0.17], [4.52, 1.39, 5.56], [-5.66, 1.92, 6.77], [2.13, -5.12, -0.52], [-3.76, -3.18, 5.34], [-1.39, -3.47, 6.18], [-4.03, 0.60, -8.60], [3.39, 5.83, -4.48], [-4.22, -0.28, 1.54], [1.43, 1.56, 1.78], [3.83, 0.58, 5.24], [2.41, 6.00, -4.91], [-4.29, -3.09, -2.72], [-6.62, -4.54, -0.67], [6.55, -0.83, 1.60], [4.83, 3.81, -7.65], [-3.69, 3.09, -7.91], [-0.88, 1.43, -6.77], [1.83, -8.55, -1.64], [-4.80, -0.56, -6.25], [5.41, 1.01, 6.12], [2.34, 1.04, 3.55], [4.23, 2.84, -3.41], [-2.16, 0.91, 3.34], [-0.22, 0.08, 1.63], [-1.26, -5.50, -0.86], [6.33, 1.44, -3.11], [3.87, 1.08, -3.48], [2.27, -2.43, 4.86], [1.64, 5.23, 1.90], [3.49, 2.00, -2.07], [1.78, -10.81, -1.86], [-0.46, -3.86, 5.81], [-1.19, 6.87, 3.46], [-5.87, -4.50, 5.23], [1.15, -1.86, -0.70], [0.35, 1.84, -1.09], [-5.73, -3.02, -0.41], [-4.80, 1.27, 0.04], [-4.16, -3.34, 1.40], [6.04, 2.78, 3.05], [-5.90, 2.71, 7.41], [0.40, 5.85, -0.62], [-4.24, -2.12, -1.25], [-1.57, -7.03, 0.08], [6.73, 1.74, -0.50], [2.81, 1.73, -8.22], [-3.70, 1.23, -9.41], [-2.33, 3.50, 6.16], [-0.50, -1.58, -0.21], [-3.71, -2.14, 5.64], [-1.37, 2.39, 0.97], [-0.99, 4.13, 0.57], [5.25, -0.36, 2.83], [-2.31, -4.50, 4.57], [2.08, 0.69, -4.70], [6.37, 4.53, 4.96], [-4.05, 1.94, 4.45], [-3.19, -0.07, -8.40], [4.72, -0.27, -2.16], [-6.32, -1.86, -3.62], [1.74, 3.63, -7.07], [-0.57, -6.63, -5.01], [-5.26, -0.39, -0.48], [-6.28, 1.94, 5.78], [-1.86, -1.21, -4.28], [-4.96, 0.82, -5.28], [3.46, 5.50, 0.92], [4.90, -1.71, -0.21], [-6.62, -3.76, 3.82], [-6.34, -2.78, 5.27], [0.26, 2.73, -2.42], [1.67, 3.78, -9.26], [2.63, 3.26, 5.12], [-1.83, 1.08, 6.35], [-0.32, -8.18, -2.68], [5.13, 2.63, -0.62], [1.14, -2.14, 3.49], [1.49, -0.80, 4.57], [3.87, 5.22, 3.88], [2.42, 7.01, -0.93], [1.18, -4.26, 1.78], [-1.99, -1.28, -1.91], [-0.29, -0.24, -6.60], [2.54, -4.71, -1.51], [-0.90, -2.58, -3.67], [1.42, -0.63, 1.59], [7.39, 3.98, 2.86], [1.59, -10.80, -3.44], [-2.51, -2.93, -4.29], [4.44, 3.26, 6.56], [-5.41, 1.75, -7.44], [-3.14, 4.40, 2.36], [1.18, 2.87, -5.12], [3.72, 4.85, -4.64], [0.51, -6.55, 1.41], [-0.82, 0.67, 4.20], [-0.06, 4.58, 3.75], [-1.79, -2.96, 3.02], [4.14, 6.48, -5.02], [-1.79, -4.06, 7.01], [-1.51, 4.01, -1.75], [6.49, -1.70, 3.17], [4.13, -3.16, 3.60], [5.89, 4.24, 1.96], [-4.12, 0.42, 5.37], [-4.30, 0.48, 2.44], [2.95, -8.91, -4.45], [7.12, 6.44, 3.42], [0.23, -8.46, -4.32], [3.37, 2.57, 1.66], [-3.28, 0.29, -5.73], [-3.33, 2.21, -1.79], [0.02, -0.84, -1.76], [-2.73, -1.09, 0.20], [-4.67, -1.71, 3.12], [-4.11, -3.75, 6.20], [-0.03, -6.68, -0.95], [-2.58, 0.59, 0.70], [-0.43, 3.13, -4.60], [2.05, -6.24, -0.43], [-2.89, 2.63, 2.43], [-4.90, -0.02, -8.97], [-0.67, 6.13, 1.95], [3.97, 4.52, -0.49], [2.47, 4.44, -2.55], [-5.82, 0.99, 7.37], [-6.39, -0.08, -3.14], [1.46, 6.87, 4.90], [2.96, 3.14, -10.19], [-7.55, -0.71, -0.16], [-1.92, 3.45, 4.40], [-2.21, 1.02, -1.22], [4.89, 1.90, 4.69], [3.29, -7.69, -3.32], [-4.45, 3.29, 1.96], [-1.93, 1.87, -2.85], [1.25, 5.20, 5.60], [-0.35, -3.69, 0.93], [-0.06, 6.34, 5.49], [0.74, 2.39, 1.46], [-5.90, -1.32, 2.05], [-8.50, 0.33, 0.85], [-1.04, -5.76, -3.48], [-2.09, -0.72, 1.77], [6.54, 3.22, -1.37], [5.21, 2.42, -8.81], [5.88, 6.97, 4.46], [-6.48, -1.44, -1.99], [-0.95, -5.94, 2.98], [3.43, 0.77, 1.43], [2.84, 1.86, 0.15], [5.00, 2.08, -7.13], [-1.18, -2.45, 6.49], [-0.89, 0.94, -4.34], [2.90, -4.87, 0.21], [2.14, -1.61, -3.07], [-2.15, -1.64, 3.96], [-4.18, -4.97, -0.84], [-7.62, 0.86, -0.72], [0.29, 7.54, 2.67], [4.53, 6.20, -0.37], [1.86, -2.88, -4.23], [0.21, -5.05, -4.53], [-5.52, -6.70, 0.05], [3.73, -1.01, 0.65], [3.19, 4.62, -9.13], [1.43, 2.37, 3.66], [3.03, -3.12, 2.20], [-6.41, -3.86, 0.99], [-1.14, -3.41, -1.50], [2.92, -1.47, -4.66], [2.98, 0.83, 7.77], [1.12, 4.40, -0.68], [0.82, 1.05, -6.99], [-5.41, -6.16, 1.72], [1.48, 5.88, -2.82], [5.50, 6.41, 2.78], [3.87, -9.34, -2.98], [5.48, -3.16, 1.62], [-1.93, -5.02, 1.92], [1.26, 0.47, -3.24], [4.42, 1.56, 8.28], [-3.97, -6.58, 0.98], [2.96, 2.42, 8.52], [-0.66, 2.97, 5.68], [-2.62, -3.45, -0.70]], "relative_energy_kcal_mol": 78.0, "total_charge": 0, "lumo_ev": 0.408, "e_tot_ha": -4539.02721, "gap_ev": 9.0285, "multiplicity": 1, "e_homo_ev": -8.620}

=====

Record 2
{"formula": "C65H52As2IrN4O2P", "method": "wB97M-V/def2-TZVPD", "elements": ["Ir", "As", "As", "P", "O", "O", "N", "N", "N", "N", "C", "C", "C", "C", "C", "C", "C", "C", "C", "C", "C", "C", "C", "C", "C", "C", "C", "C", "C", "C", "C", "C", "C", "C", "C", "C", "C", "C", "C", "C", "C", "C", "C", "C", "C", "C", "C", "C", "C", "C", "C", "C", "C", "C", "C", "C", "C", "C", "C", "C", "C", "C", "C", "C", "C", "C", "C", "C", "C", "C", "C", "C", "C", "C", "C", "H", "H", "H", "H", "H", "H", "H", "H", "H", "H", "H", "H", "H", "H", "H", "H", "H", "H", "H", "H", "H", "H", "H", "H", "H", "H", "H", "H", "H", "H", "H", "H", "H", "H", "H", "H", "H", "H", "H", "H", "H", "H", "H", "H", "H", "H", "H", "H", "H", "H", "H", "H"], "xyz": [[-1.20, -0.38, -0.59], [-1.39, 0.41, -3.30], [-1.22, 2.81, -0.94], [-1.32, -2.80, -0.60], [-3.45, 0.48, -0.12], [8.17, -0.50, 8.29], [-0.95, 0.01, 1.64], [4.31, -0.08, 3.21], [0.92, -0.29, -0.32], [2.78, 0.10, 4.83], [-0.59, 3.53, 3.11], [1.34, -0.12, 0.97], [-1.22, -5.16, 0.93], [5.93, -0.31, 7.78], [0.36, 0.02, 2.00], [-0.32, 3.01, 0.77], [-5.47, 2.79, -3.85], [-0.05, 1.86, -3.50], [-4.24, 0.92, -2.99], [-0.08, -5.33, 3.04], [-3.06, 1.41, -3.56], [-4.33, 3.24, -4.49], [0.79, 3.59, 3.25], [-1.68, 7.00, -0.60], [-1.61, 5.66, -0.26], [-3.14, 2.54, -4.37], [0.54, -4.34, -4.48], [1.19, -4.58, -3.28], [0.04, -3.29, 1.79], [-3.73, -4.28, -1.00], [4.91, -0.17, 6.89], [0.39, -4.04, 2.90], [3.09, -0.02, 2.65], [-1.23, -3.22, -3.32], [-0.68, -3.66, -4.50], [-0.78, -3.84, 0.80], [1.61, 3.35, 2.16], [-5.88, -3.26, -0.61], [0.72, 0.13, 3.37], [1.06, 3.06, 0.93], [0.30, 2.55, -2.20], [2.73, -0.14, 1.27], [1.83, -0.47, -1.29], [-1.61, 0.13, 3.93], [-3.89, -1.92, -0.49], [-0.29, 0.18, 4.33], [-5.30, -2.03, -0.42], [-3.21, -0.68, -0.37], [-1.89, 0.06, 2.57], [-0.36, -0.04, -6.03], [3.19, -0.47, -1.06], [4.13, -0.01, 4.53], [9.57, -0.46, 8.04], [-2.73, -1.18, -6.93], [2.11, 0.10, 3.66], [-5.11, -4.38, -0.92], [-2.57, -0.88, -5.59], [-1.81, 6.42, -2.93], [7.55, -0.29, 5.96], [-5.43, 1.61, -3.13], [7.28, -0.37, 7.34], [-0.58, -3.48, -2.10], [-1.75, 5.09, -2.60], [6.51, -0.17, 5.06], [-1.14, 3.22, 1.88], [-3.11, -3.07, -0.74], [-1.39, -0.29, -5.13], [-1.71, -0.89, -7.83], [-1.78, 7.38, -1.93], [0.63, -4.15, -2.09], [3.65, -0.30, 0.25], [5.17, -0.11, 5.50], [-0.53, -0.33, -7.38], [-1.61, 4.70, -1.27], [-0.87, -5.89, 2.05], [-1.23, 3.73, 3.96], [-1.53, 5.37, 0.78], [1.05, 1.95, -1.67], [-3.36, -1.10, -4.88], [5.74, -0.37, 8.84], [-3.15, -5.14, -1.28], [2.69, 3.42, 2.26], [0.26, -0.09, -8.08], [0.74, 3.54, -2.38], [-2.18, -2.69, -3.31], [-1.18, -3.48, -5.44], [10.04, -0.46, 9.02], [-1.80, 4.34, -3.38], [-4.37, 4.14, -5.10], [1.22, 3.84, 4.21], [0.86, 1.44, -3.94], [0.17, -5.91, 3.92], [-0.45, 2.57, -4.23], [9.90, -1.35, 7.48], [-6.34, 1.22, -2.69], [-2.42, 0.14, 4.64], [-5.89, -1.15, -0.23], [3.87, -0.59, -1.88], [-6.39, 3.34, -3.94], [0.58, 0.38, -5.70], [-1.65, 7.74, 0.18], [-2.22, 3.14, 1.76], [-5.59, -5.33, -1.09], [-4.22, -0.02, -2.45], [9.84, 0.44, 7.49], [0.96, -4.69, -5.41], [1.43, -0.62, -2.28], [1.72, 2.91, 0.08], [2.39, 0.20, 5.75], [3.90, -0.12, 7.26], [1.13, -4.34, -1.14], [-1.86, 8.43, -2.18], [-0.04, 0.26, 5.38], [-1.82, -5.62, 0.17], [8.56, -0.34, 5.60], [-2.28, 2.86, -4.95], [0.40, -2.28, 1.68], [-2.92, 0.06, 2.23], [4.70, -0.30, 0.48], [6.71, -0.14, 4.00], [2.12, -5.12, -3.28], [-1.22, -6.91, 2.14], [-6.96, -3.36, -0.54], [-3.65, -1.63, -7.27], [-1.84, -1.11, -8.88], [1.02, -3.60, 3.66], [-1.89, 6.72, -3.97]], "total_charge": 3, "lumo_ev": [-7.093, -10.217], "e_tot_ha": -7793.96058, "gap_ev": [4.4918, 4.5777], "multiplicity": 6, "e_homo_ev": [-11.585, -14.795]}